This record from OMol25 describes a molecular structure, C18H16N8S3SbSe3TeTi in a non-equilibrium geometry. The level of theory is the ωB97M-V functional and the def2-TZVPD basis.

energy relative to the best compared isomer or geometry (same formula, charge and spin): 259.9 kJ/mol
E_LUMO (spin up / spin down): 3.79 / 3.36 eV
Kohn-Sham gap (spin up / spin down): 4.41 / 4.77 eV

The geometry in ORCA input format:
```
! RIJCOSX wB97M-V def2-TZVPD def2/J DEFGRID3
* xyz -2 4
Ti 1.61208 -0.68931 0.21825
N -3.33960 2.07557 1.29945
C -2.15264 1.49669 1.64570
N -1.33275 0.97275 0.81733
C -1.59967 1.05390 -0.53825
N -0.74359 0.73029 -1.46406
N 0.54316 0.35983 -1.23525
C 1.23926 0.24509 -2.37596
C 2.63026 0.05134 -2.36534
C 3.38899 -0.01924 -3.55337
C 4.74980 -0.14797 -3.47722
C 5.36396 -0.18813 -2.22455
C 4.56316 -0.12173 -1.10088
N 3.23856 -0.01553 -1.14296
C -2.90589 1.53335 -0.98163
C -3.32369 1.51124 -2.31200
C -4.59380 1.94431 -2.66068
C -5.45714 2.43508 -1.69244
C -5.04478 2.50652 -0.36862
C -3.77990 2.05544 -0.01473
H -3.88401 2.54630 1.99903
H -1.89764 1.50206 2.69969
H 0.71666 0.38969 -3.31609
H 2.86366 0.02065 -4.49941
H 5.34890 -0.21751 -4.37785
H 6.43242 -0.29421 -2.11349
H 5.00833 -0.14375 -0.11601
H -2.63447 1.15116 -3.06236
H -4.91588 1.89581 -3.69384
H -6.45714 2.75307 -1.96059
H -5.70165 2.91163 0.39320
S 5.14781 -3.51301 -0.59210
Sb 3.17623 -3.39277 0.59562
S 3.37612 -1.09872 1.64863
S 1.58473 -2.73618 -1.10013
Se 2.10184 1.66596 0.87895
Se 1.24132 3.73965 0.91924
Te 1.18005 2.68632 4.63065
Se 1.64242 0.92769 2.94244
N -0.18043 -3.12493 4.61796
C -0.47776 -2.66482 3.34637
C 0.50184 -2.00050 2.61321
N 0.27910 -1.52351 1.37204
C -0.95027 -1.82146 0.86923
C -1.87980 -2.50424 1.60542
N -1.68893 -2.92898 2.86222
H 0.54335 -2.61309 5.09656
H -0.98980 -3.31030 5.18651
H 1.48114 -1.86024 3.04562
H -1.17029 -1.51584 -0.14280
H -2.85365 -2.71542 1.17926
*
```

This record from OMol25 describes a molecular structure, C18H17Cl3GeN5O3Pd in a non-equilibrium geometry. The level of theory is the ωB97M-V functional and the def2-TZVPD basis.

energy relative to the best compared isomer or geometry (same formula, charge and spin): 138.9 kJ/mol
E_LUMO (spin up / spin down): -1.59 / -1.43 eV
Kohn-Sham gap (spin up / spin down): 5.93 / 6.06 eV

The geometry in ORCA input format:
```
! RIJCOSX wB97M-V def2-TZVPD def2/J DEFGRID3
* xyz 0 2
Pd 0.05899 -0.02371 1.52533
O -1.04822 -1.21412 3.00969
C -1.46713 -2.49815 2.82989
C -2.23866 -3.04790 3.85090
C -2.67274 -4.35836 3.78752
C -2.34695 -5.14512 2.69557
C -1.57503 -4.60639 1.68555
C -1.11276 -3.28408 1.71576
C -0.27512 -2.90684 0.58275
N 0.29455 -1.78596 0.34878
N 1.04800 -1.71548 -0.78067
C 1.82491 -0.64613 -0.75382
O 1.88889 0.19549 0.18205
C 2.68866 -0.43941 -1.95970
C 3.40293 0.74721 -2.08234
C 4.19813 0.97281 -3.19578
C 4.28896 0.01067 -4.19178
C 3.57916 -1.17703 -4.07159
C 2.77972 -1.40151 -2.96201
H -2.47495 -2.42751 4.70333
H -3.26361 -4.76419 4.59828
H -2.68169 -6.17174 2.63565
H -1.30478 -5.21942 0.83502
H -0.09069 -3.69490 -0.14421
H 3.32515 1.47843 -1.28880
H 4.75174 1.89912 -3.28547
H 4.91270 0.18420 -5.05965
H 3.64952 -1.93004 -4.84629
H 2.21531 -2.31746 -2.85772
C -1.14987 5.08505 -1.05694
N -0.88689 3.67126 -0.93744
C -1.56951 2.65677 -1.71564
C -1.16179 1.38159 -0.98163
O -1.50192 0.26556 -1.27422
N -0.37994 1.73933 0.10326
C -0.30525 3.05938 0.11347
N 0.34550 3.73961 1.06687
H -1.29605 5.32738 -2.10769
H -0.29212 5.66231 -0.71242
H -2.04145 5.38991 -0.50085
H -1.24839 2.63698 -2.75733
H -2.65527 2.76979 -1.66962
H 0.59676 3.21444 1.88949
H 0.16498 4.71908 1.19348
Cl -3.18460 1.88322 1.50991
Ge -1.98113 0.43886 2.60867
Cl -0.31416 1.59805 3.63737
Cl -3.49391 0.04895 4.08504
*
```

Question: The highest energy relative to the best compared isomer or geometry (same formula, charge and spin) belongs to which entry?
Answer: C18H16N8S3SbSe3TeTi

Question: What is the formula in the first record?
Answer: C18H16N8S3SbSe3TeTi

Question: Among the records above, which one has the lowest energy relative to the best compared isomer or geometry (same formula, charge and spin)?
Answer: C18H17Cl3GeN5O3Pd